This record from the Open Molecules 2025 dataset describes 2 unconnected molecules or ions with the total composition C5H15N2 at a distorted geometry. The level of theory is wB97M-V/def2-TZVPD.

Summary:
E_HOMO: -14.989 eV
gap between HOMO and LUMO: 11.555 eV
charge: +1

Each line ends with the Mulliken charge.
CARTESIAN COORDINATES (ANGSTROEM)
1 C -0.52195 -1.72271 0.07136  -0.2759
2 C -3.19991 0.22867 -0.30521  -0.7121
3 C 0.69621 0.84912 1.22935  -0.7667
4 C 2.32006 -0.61603 0.31109  -0.8481
5 C 1.16514 0.99722 -1.20366  -0.7428
6 N -0.10286 -0.66200 -0.41411  -0.6553
7 N 1.01277 0.14947 -0.02343  0.2264
8 H -0.13363 -2.43696 0.82712  0.2605
9 H -3.06835 -0.79941 -0.09460  0.1291
10 H -1.32247 -2.02562 -0.47604  0.3968
11 H -2.26657 0.75837 -0.11292  0.0268
12 H -3.48655 0.28576 -1.46699  0.2558
13 H -4.09412 0.80136 0.04140  0.3233
14 H 0.44290 0.20165 2.01390  0.4395
15 H 1.69877 1.33229 1.66505  0.3258
16 H -0.11314 1.63238 1.20374  0.3483
17 H 2.46469 -1.31936 -0.57409  0.3305
18 H 3.07988 0.02604 0.41993  0.4768
19 H 1.99306 -1.21413 1.28722  0.3635
20 H 1.78769 1.77997 -0.90817  0.4345
21 H 1.55717 0.33459 -1.97325  0.3743
22 H 0.09120 1.41935 -1.51773  0.2890



This record from the Open Molecules 2025 dataset describes a single C23H28N4O3 molecule. The level of theory is wB97M-V/def2-TZVPD.

Summary:
E_HOMO: -8.483 eV
gap between HOMO and LUMO: 8.354 eV
charge: 0
SMILES: CCN(CC)CCNC(=O)c1ccc2c(=O)n(CCc3ccccc3)c(=O)[nH]c2c1

Each line ends with the Mulliken charge.
CARTESIAN COORDINATES (ANGSTROEM)
1 C 5.96769 -0.68534 1.32796  -1.5499
2 C 4.71428 -1.51214 1.61144  -0.3338
3 N 4.98494 -2.55978 2.57931  0.3098
4 C 5.54827 -3.75291 1.97518  -0.2907
5 C 6.18779 -4.68526 2.99730  -1.4340
6 C 3.95242 -2.78056 3.56401  -0.9628
7 C 2.66823 -3.50846 3.10207  -0.9278
8 N 1.89186 -2.74415 2.15523  -0.1117
9 C 0.84701 -1.97780 2.53614  0.0924
10 O 0.43991 -1.92949 3.68101  -0.6629
11 C 0.18786 -1.21226 1.42962  1.1271
12 C 0.88936 -0.70290 0.33275  -0.2530
13 C 0.22243 0.01017 -0.63842  -1.3861
14 C -1.15164 0.22574 -0.54075  0.4950
15 C -1.85960 0.97643 -1.58312  0.8931
16 O -1.32005 1.44164 -2.56399  -0.6857
17 N -3.22590 1.12007 -1.38120  0.1478
18 C -3.97923 1.86243 -2.38308  -1.1127
19 C -4.01682 3.35948 -2.05395  -0.7347
20 C -4.77016 4.09306 -3.12589  0.2439
21 C -6.14289 4.27566 -3.02447  -0.2926
22 C -6.84150 4.92224 -4.02869  -0.5866
23 C -6.17466 5.38982 -5.14825  -0.4034
24 C -4.80685 5.20647 -5.25970  -0.5837
25 C -4.10959 4.55990 -4.25476  -0.3087
26 C -3.93312 0.66613 -0.28305  0.4536
27 O -5.11903 0.84897 -0.14118  -0.6645
28 N -3.19958 -0.02601 0.64917  -0.0773
29 C -1.85130 -0.26640 0.56588  0.2871
30 C -1.17268 -0.97916 1.54948  -1.0602
31 H 6.36206 -0.28997 2.25945  0.3360
32 H 5.72497 0.14271 0.66658  0.4422
33 H 6.73951 -1.28718 0.85632  0.3258
34 H 4.33197 -1.92336 0.65993  0.1988
35 H 3.95227 -0.84738 2.02466  0.3604
36 H 4.80195 -4.31239 1.38055  0.2857
37 H 6.32488 -3.41915 1.28357  0.4023
38 H 6.77787 -5.43923 2.48213  0.4440
39 H 5.44030 -5.19413 3.60010  0.2858
40 H 6.84184 -4.11767 3.65335  0.3404
41 H 4.38419 -3.36364 4.38000  0.3982
42 H 3.66496 -1.80794 3.97023  0.4652
43 H 2.91391 -4.47700 2.66126  0.4503
44 H 2.03350 -3.66289 3.97781  0.3898
45 H 2.18134 -2.74838 1.19134  0.3013
46 H 1.95794 -0.83373 0.25348  0.2879
47 H 0.73898 0.41876 -1.49339  0.4803
48 H -3.48782 1.70515 -3.34502  0.4049
49 H -4.99305 1.45954 -2.40678  0.4283
50 H -2.99157 3.72990 -1.99131  0.3759
51 H -4.50449 3.49400 -1.08652  0.3780
52 H -6.66450 3.91011 -2.15162  0.3936
53 H -7.90886 5.06196 -3.93760  0.3712
54 H -6.71935 5.89597 -5.93173  0.3742
55 H -4.28205 5.56865 -6.13178  0.3714
56 H -3.04223 4.41634 -4.34295  0.3943
57 H -3.71329 -0.35912 1.45431  0.2458
58 H -1.69272 -1.35551 2.41756  0.4405



This record from the Open Molecules 2025 dataset describes 2 unconnected molecules or ions with the total composition C4H8INO3 at a distorted geometry. The level of theory is wB97M-V/def2-TZVPD.

Summary:
E_HOMO: -9.962 eV
gap between HOMO and LUMO: 9.420 eV
charge: 0
SMILES: C=C([C@H](C)O)[N+](=O)[O-].I

Each line ends with the Mulliken charge.
CARTESIAN COORDINATES (ANGSTROEM)
1 C -0.35327 0.40008 1.76138  -0.9515
2 C 0.02016 0.41029 0.49424  0.4099
3 C 0.61163 -0.78490 -0.17981  0.0622
4 C 2.00731 -0.55607 -0.67628  -1.1612
5 O -0.11843 -1.41606 -1.24953  -0.5440
6 N -0.07102 1.74976 -0.15013  1.0608
7 O -0.37102 2.69799 0.57205  -0.6347
8 O 0.28507 1.74998 -1.29919  -0.5791
9 H -0.41299 -0.58600 2.31104  0.2940
10 H -0.66151 1.36687 2.16189  0.3608
11 H 0.64764 -1.52985 0.55102  0.3616
12 H 2.33666 -1.52544 -1.03959  0.3690
13 H 2.03251 0.13631 -1.57651  0.2785
14 H 2.77910 -0.52256 0.14109  0.3278
15 H -0.12662 -0.99106 -2.05342  0.3305
16 I -3.76986 -0.43486 0.76192  -0.0901
17 H -4.83537 -0.16447 -0.53017  0.1055



This record from the Open Molecules 2025 dataset describes 3 unconnected molecules or ions with the total composition C4H3ClO3 at a distorted geometry. The level of theory is wB97M-V/def2-TZVPD.

Summary:
E_HOMO: -8.892 eV
gap between HOMO and LUMO: 8.735 eV
charge: 0

Each line ends with the Mulliken charge.
CARTESIAN COORDINATES (ANGSTROEM)
1 C 0.20378 -0.22755 0.87455  0.3436
2 C 1.28109 -0.29679 0.15946  0.2500
3 C -0.65176 1.84553 -0.62415  0.1530
4 C -1.07965 -0.78286 1.26807  -0.1038
5 O -0.09983 2.62060 -1.23636  -0.1838
6 O -0.10202 -0.46529 2.20556  -0.4160
7 O 2.31710 -0.15821 -0.41378  -0.4956
8 Cl 0.12299 -0.64996 -2.27972  -0.2695
9 H -2.03767 -0.17682 1.00174  0.2083
10 H -1.09818 -1.85111 1.13170  0.2506
11 H 1.14414 0.14248 -2.08706  0.2632



This record from the Open Molecules 2025 dataset describes a gas-phase ion, C3HN2O5 (charge +1) at a distorted geometry. The level of theory is wB97M-V/def2-TZVPD.

Summary:
E_HOMO (spin up / spin down): -16.260 / -16.372 eV
gap between HOMO and LUMO (spin up / spin down): 6.824 / 7.658 eV
charge: +1
SMILES: O=c1c(=O)[n+](=O)c(=O)n1O

Each line ends with the Mulliken charge.
CARTESIAN COORDINATES (ANGSTROEM)
1 O 0.96141 -2.06152 0.36169  -0.2565
2 C 0.50600 -1.03682 0.10227  0.3957
3 C -1.19373 -1.05823 -0.19452  0.3177
4 O -1.89489 -1.91449 -0.57382  -0.2083
5 N -1.43826 0.39380 -0.00951  0.6482
6 O -2.25278 0.74859 0.80910  -0.2450
7 C -0.30953 1.22029 -0.19366  0.2487
8 O -0.26831 2.37197 -0.24379  -0.2302
9 N 0.89640 0.23233 -0.23729  0.3558
10 O 2.14459 0.58303 -0.35377  -0.4625
11 H 2.84911 0.52103 0.53331  0.4364



This record from the Open Molecules 2025 dataset describes a molecular structure, C24H59Cl2CrO6Si5Te. The level of theory is wB97M-V/def2-TZVPD.

Summary:
E_HOMO (spin up / spin down): -5.137 / -5.639 eV
gap between HOMO and LUMO (spin up / spin down): 7.383 / 6.838 eV
2S+1: 5
charge: -1
expectation value of S²: 6.075

Each line ends with the Mulliken spin population.
CARTESIAN COORDINATES (ANGSTROEM)
1 Cr 0.23847 -1.08361 0.42618  3.2745
2 Cl -0.38645 1.72782 2.02332  0.0332
3 C -0.49211 -0.10332 2.10596  -0.1819
4 Cl 1.44472 -2.50529 1.72135  -0.0019
5 H -1.55990 -0.30329 2.18441  0.0262
6 H -0.03055 -0.36982 3.04423  0.0140
7 C -1.96305 -3.03639 -4.09807  -0.0006
8 C -2.24491 -1.59852 -3.69088  -0.0004
9 C -1.00818 -0.73198 -3.92235  -0.0043
10 C -3.43587 -1.05165 -4.47777  -0.0002
11 O -2.58529 -1.65383 -2.29969  0.0059
12 Si -2.50549 -0.48217 -1.14488  0.0010
13 O -1.04022 -0.10579 -0.63746  -0.0446
14 O -3.27250 0.82890 -1.79400  -0.0038
15 C -3.43468 2.15308 -1.25700  0.0032
16 C -4.44160 2.84277 -2.16515  -0.0008
17 C -2.09874 2.88946 -1.29271  -0.0009
18 C -3.96796 2.10243 0.17329  -0.0036
19 O -3.42452 -1.03593 0.11071  0.0085
20 C -3.70135 -2.35278 0.58378  -0.0158
21 C -2.38539 -3.09749 0.80368  0.0462
22 C -4.44243 -2.17455 1.89727  -0.0004
23 C -4.58378 -3.12238 -0.39998  -0.0004
24 H -1.72941 -3.10198 -5.16681  0.0000
25 H -2.84103 -3.65513 -3.88756  0.0000
26 H -1.12424 -3.42238 -3.51390  0.0001
27 H -0.67551 -0.81521 -4.96077  0.0001
28 H -0.20092 -1.05023 -3.25729  0.0113
29 H -1.22816 0.31886 -3.70231  -0.0003
30 H -3.18284 -0.95373 -5.53795  0.0001
31 H -3.71984 -0.07496 -4.08122  -0.0001
32 H -4.29050 -1.72944 -4.37879  0.0000
33 H -4.07948 2.82473 -3.19729  -0.0001
34 H -4.59011 3.88303 -1.85859  0.0001
35 H -5.40141 2.31791 -2.12700  0.0000
36 H -1.74466 2.97525 -2.32599  0.0002
37 H -1.34922 2.33843 -0.71761  0.0084
38 H -2.20520 3.89313 -0.86845  0.0001
39 H -4.86688 1.48062 0.21686  0.0001
40 H -4.20431 3.11157 0.52351  0.0001
41 H -3.22168 1.66154 0.84506  0.0044
42 H -1.78011 -2.59410 1.56429  -0.0082
43 H -1.82204 -3.15005 -0.13637  -0.0066
44 H -2.55893 -4.12143 1.14255  -0.0005
45 H -3.80326 -1.66078 2.62120  -0.0007
46 H -4.74163 -3.14319 2.31152  0.0002
47 H -5.33483 -1.56427 1.73205  0.0001
48 H -4.06649 -3.24794 -1.35117  0.0000
49 H -5.50802 -2.56443 -0.58308  0.0001
50 H -4.83515 -4.10522 0.00928  0.0000
51 C 4.57217 -2.06657 3.07203  0.0079
52 Si 4.92920 -0.30175 2.61204  0.0036
53 C 3.92105 0.82917 3.70855  0.0067
54 C 6.74469 0.00303 2.98694  -0.0006
55 Si 4.51583 0.28779 0.38468  0.1113
56 Te 2.07256 0.66819 -0.09132  0.5910
57 Si 5.59652 -1.21392 -1.03925  0.0223
58 C 5.43374 -0.86287 -2.86439  0.0023
59 C 5.20173 -2.97590 -0.56496  -0.0016
60 C 7.44287 -0.99220 -0.71417  0.0055
61 Si 5.25117 2.47188 0.00584  -0.0036
62 C 4.36445 3.68295 1.12581  0.0318
63 C 4.89486 2.93924 -1.77181  0.0097
64 C 7.09165 2.73228 0.27223  -0.0028
65 H 4.59795 -2.17918 4.16221  0.0005
66 H 5.30997 -2.74991 2.63329  -0.0002
67 H 3.58360 -2.36693 2.71470  0.0024
68 H 3.99628 0.52800 4.76088  0.0024
69 H 2.86107 0.79330 3.41780  0.0065
70 H 4.25397 1.87116 3.61938  0.0022
71 H 6.94769 -0.17181 4.05183  0.0001
72 H 7.03801 1.03213 2.74710  0.0001
73 H 7.38738 -0.66912 2.40405  0.0000
74 H 4.38905 -0.71279 -3.14378  -0.0002
75 H 5.84411 -1.69213 -3.45427  0.0006
76 H 5.99752 0.04690 -3.11545  0.0003
77 H 4.16246 -3.06814 -0.22272  0.0018
78 H 5.85833 -3.29724 0.25374  0.0000
79 H 5.34719 -3.65920 -1.40906  0.0006
80 H 7.76903 0.03180 -0.94596  -0.0007
81 H 8.01820 -1.68300 -1.34790  0.0009
82 H 7.70526 -1.19369 0.33438  -0.0004
83 H 3.28423 3.48440 1.13467  -0.0087
84 H 4.52096 4.71452 0.78925  0.0032
85 H 4.72364 3.59791 2.15973  0.0001
86 H 3.87957 2.63052 -2.05058  -0.0037
87 H 5.59199 2.43487 -2.45371  -0.0005
88 H 4.97925 4.02110 -1.92475  0.0011
89 H 7.38985 2.50177 1.30233  0.0006
90 H 7.35461 3.77830 0.06895  -0.0003
91 H 7.68761 2.09480 -0.39317  0.0004
92 C 2.00321 -3.45258 -2.76067  0.0188
93 C 1.70553 -2.35394 -1.76480  0.0060
94 O 2.58893 -1.47696 -1.59742  0.0381
95 O 0.57832 -2.37812 -1.18529  -0.0158
96 H 3.07941 -3.59336 -2.85398  -0.0015
97 H 1.60440 -3.15089 -3.73147  0.0009
98 H 1.51542 -4.37957 -2.45691  -0.0011



ΔE to the lowest compared entry with this formula, charge and spin readings, ordered: 437.28 41.71 375.68 245.61 153.84 55.23 kJ/mol
E_tot readings, ordered: -308.6261 -1338.0755 -735.2204 -839.9791 -600.0811 -5082.1422 hartree